No. 1
C38H24Cl5HgN2O9P2 | ωB97M-V/def2-TZVPD

Structure (ORCA input):
```
! wB97M-V def2-TZVPD RIJCOSX def2/J DEFGRID3
* xyz -2 2
Hg 1.39167 1.25039 -1.76596
O 1.00386 0.73532 0.72579
P 0.50084 -0.17932 1.87770
C -0.59270 -1.55818 1.52184
P -0.77616 -2.02593 -0.25092
O 0.26897 -1.35098 -1.08602
C -2.50147 -1.60631 -0.65613
C -3.59113 -1.91349 0.12061
C -4.88180 -1.50694 -0.27577
C -5.03635 -0.72838 -1.39989
C -3.93482 -0.42011 -2.21791
C -2.62466 -0.80311 -1.79285
C -0.72780 -3.83555 -0.22655
C 0.45283 -4.42320 -0.61399
C 0.73076 -5.77453 -0.47703
C -0.30747 -6.56080 0.05050
C -1.52421 -6.00985 0.39055
C -1.68633 -4.64247 0.32723
C 2.01233 -0.91296 2.51559
C 3.24828 -0.45113 2.02229
C 4.45147 -0.96936 2.48186
C 4.45021 -1.85983 3.53284
C 3.25816 -2.33381 4.07982
C 2.03785 -1.88916 3.56149
C -0.30937 0.73034 3.15338
C -1.18585 1.73224 2.62990
C -1.93782 2.52672 3.48240
C -1.88451 2.30289 4.87003
C -1.03368 1.34294 5.37102
C -0.26168 0.52881 4.56457
H -1.61408 -1.20525 1.73464
H -0.32899 -2.38342 2.18291
H -3.49266 -2.47710 1.05500
H -5.75098 -1.85288 0.25716
H -6.03430 -0.41206 -1.68143
H -4.19228 0.12894 -3.11767
H -1.69357 -0.60671 -2.35428
H 1.19808 -3.82326 -1.27223
H 1.63377 -6.26107 -0.81651
H -0.12503 -7.63180 0.15639
H -2.31608 -6.67336 0.75032
H -2.50704 -4.19011 0.91462
H 3.23177 0.19757 1.12206
H 5.41612 -0.62997 2.12208
H 5.34381 -2.29911 3.99921
H 3.25314 -3.06871 4.84694
H 1.12604 -2.41776 3.84009
H -1.13517 1.91297 1.56421
H -2.60495 3.34407 3.14314
H -2.49766 2.90049 5.56790
H -0.93593 1.20367 6.45202
H 0.32247 -0.22985 5.09705
O -1.09460 1.49813 -5.82619
C -0.63493 1.67898 -4.63834
O 0.30136 1.00957 -4.07711
C -1.25026 2.75331 -3.81330
C -1.96715 3.76352 -4.44394
C -2.43075 4.85020 -3.68528
C -2.43282 4.86260 -2.32132
C -1.50949 3.98089 -1.74526
C -1.05277 2.77411 -2.39994
O -0.61938 1.74877 -1.75092
N -1.32846 3.89392 -0.31037
O -2.38709 4.17566 0.31727
O -0.27972 3.45503 0.19640
N -3.04045 5.99902 -4.32753
O -2.91477 6.09959 -5.54483
O -3.61589 6.81918 -3.61680
H -2.04185 3.81156 -5.53633
H -2.89694 5.62111 -1.71848
Cl 3.09591 -1.46042 -2.89278
C 4.03254 -0.10954 -2.22291
C 3.45449 1.02856 -1.66801
C 4.23448 1.96985 -1.03810
Cl 3.54400 3.51349 -0.52433
C 5.53834 1.60875 -0.71264
Cl 6.29211 2.46747 0.52963
C 6.18684 0.58583 -1.48896
Cl 7.85939 0.25854 -1.21196
C 5.43502 -0.26100 -2.28460
Cl 6.21696 -1.31622 -3.32309
*
```

As for the frontier orbital gap (alpha / beta): 2.4 / 5.5 eV. The calculation puts the energy at -146563.597 eV. As for the LUMO energy (alpha / beta): 0.12609 / 0.12607 Eh.

No. 2
C38H25AsF12GaNO2S3Sb | ωB97M-V/def2-TZVPD

Structure (ORCA input):
```
! wB97M-V def2-TZVPD RIJCOSX def2/J DEFGRID3
* xyz -2 2
Ga -0.33145 0.82328 1.48843
C 3.26227 -5.24130 1.54257
C 2.32483 -4.09773 1.82535
C 1.18263 -4.24946 2.59732
C 0.33408 -3.19004 2.83258
C 0.55380 -1.89446 2.30670
N -0.30487 -0.86646 2.53371
C -1.56828 -1.00562 3.11084
C -2.44778 -2.04000 2.76793
C -3.73299 -2.10135 3.26497
C -4.21341 -1.11726 4.11709
C -5.63072 -1.13201 4.62331
C -3.36273 -0.06784 4.43058
C -2.06276 0.02667 3.94199
C -1.16334 1.24730 4.25517
O -0.35973 1.65526 3.24004
C -2.00648 2.51562 4.62070
F -1.22827 3.60091 4.70507
F -2.66260 2.45430 5.81196
F -2.92466 2.75352 3.68426
C -0.28532 0.87982 5.49193
F -1.02154 0.62398 6.59972
F 0.56246 1.86961 5.82141
F 0.44603 -0.21207 5.27079
C 1.78579 -1.70812 1.59846
C 2.59808 -2.81441 1.37292
C 2.33081 -0.30600 1.22848
O 1.44112 0.66664 0.91482
C 3.19381 0.18402 2.43167
F 3.82155 1.34168 2.15420
F 2.43068 0.38719 3.49986
F 4.15698 -0.69457 2.78932
C 3.26443 -0.35021 -0.03986
F 4.48134 -0.92283 0.15266
F 3.52412 0.87165 -0.50591
F 2.67558 -1.03070 -1.04147
H 2.81734 -6.18989 1.84955
H 3.49832 -5.31984 0.47866
H 4.21181 -5.13864 2.07581
H 0.94388 -5.21926 3.02581
H -0.53190 -3.34914 3.45681
H -2.11564 -2.77610 2.04955
H -4.38581 -2.90856 2.94977
H -6.08966 -2.11071 4.47337
H -5.67750 -0.89894 5.68941
H -6.24518 -0.39585 4.10014
H -3.74474 0.70897 5.07555
H 3.52476 -2.67970 0.83501
S -4.93158 1.18165 0.10782
Sb -2.78887 1.28948 -0.72263
S -1.35752 2.71217 0.52447
S -1.48290 -0.59224 -0.30739
C 4.35991 2.21437 -5.72598
C 3.71053 3.26258 -5.08937
C 2.69581 3.00348 -4.17871
C 2.30244 1.69871 -3.89541
C 2.96562 0.65473 -4.53324
C 3.98475 0.90918 -5.44185
As 0.92518 1.36034 -2.49895
C -0.42010 2.50952 -3.32957
C -0.63198 3.85300 -3.06515
C -1.65813 4.52748 -3.71449
C -2.47591 3.85009 -4.61204
C -2.28286 2.49922 -4.85778
C -1.25627 1.81949 -4.21205
C -0.97902 0.37124 -4.31420
C -1.70120 -0.54387 -5.07244
C -1.36862 -1.88880 -5.02845
C -0.32983 -2.33036 -4.21598
C 0.38533 -1.42333 -3.44623
C 0.07234 -0.07506 -3.51215
H 5.15328 2.41370 -6.43601
H 3.99505 4.28676 -5.29995
H 2.19819 3.83539 -3.69240
H 2.68451 -0.37076 -4.32828
H 4.48645 0.08165 -5.92931
H -0.03286 4.36305 -2.32065
H -1.83882 5.57246 -3.49705
H -3.28799 4.37412 -5.10084
H -2.95001 1.97428 -5.53097
H -2.53245 -0.21500 -5.68508
H -1.93892 -2.60247 -5.61019
H -0.09885 -3.38647 -4.15626
H 1.15618 -1.77106 -2.77025
*
```

The energy above the lowest of the compared OMol25 structures with the same formula, charge and spin comes out at 0.0 kJ/mol. As for the frontier orbital gap (alpha / beta): 6.0 / 5.3 eV. The calculation puts the energy at -230273.162 eV. As for the LUMO energy (alpha / beta): 0.15219 / 0.12398 Eh.

No. 3
C38H25BrErN2O4S2 | ωB97M-V/def2-TZVPD

Structure (ORCA input):
```
! wB97M-V def2-TZVPD RIJCOSX def2/J DEFGRID3
* xyz -1 4
Er -0.72051 -0.68990 0.47894
Br 1.27208 1.39240 1.52031
C 0.88747 2.80046 0.22960
C 1.66740 3.91531 0.31364
C 1.43820 4.98198 -0.57526
C 0.44400 4.88256 -1.50519
C -0.36255 3.72308 -1.59497
C -1.38416 3.63316 -2.56524
C -2.15855 2.51007 -2.63714
C -1.93882 1.44106 -1.74845
C -0.95623 1.43314 -0.77321
C -0.16030 2.61950 -0.70746
H 2.45186 3.97697 1.05625
H 2.05019 5.87251 -0.50674
H 0.25373 5.69629 -2.19669
H -1.53655 4.46860 -3.24005
H -2.94260 2.43856 -3.38374
H -2.59114 0.57385 -1.84659
C -4.20959 -3.43230 -1.57620
C -5.38175 -3.06920 -0.92653
C -5.33867 -2.10106 0.05512
C -4.12334 -1.49160 0.40035
N -3.00360 -1.84464 -0.25859
C -3.05037 -2.78165 -1.20266
C -4.00169 -0.45023 1.44125
C -5.12058 -0.07034 2.19630
C -5.02614 0.95430 3.11588
C -3.80457 1.59378 3.29765
C -2.69820 1.17937 2.57636
C -2.73625 0.15094 1.62039
H -4.19630 -4.18880 -2.34826
H -6.32266 -3.53789 -1.18783
H -6.25174 -1.81316 0.55292
H -2.10427 -3.01320 -1.68179
H -6.07475 -0.57441 2.09233
H -5.89553 1.25343 3.68976
H -3.72139 2.40365 4.01447
H -1.75330 1.68165 2.77188
C 5.20718 3.22221 -4.96360
C 6.59979 2.67389 -5.13097
O 7.43439 3.19078 -5.83018
S 7.09754 1.24440 -4.17672
C 5.59987 0.65010 -3.41245
C 4.80355 -0.25772 -4.10443
C 3.61638 -0.69469 -3.54638
C 3.20656 -0.24384 -2.28325
C 4.03562 0.65037 -1.59216
C 5.22378 1.08853 -2.14847
C 1.97043 -0.67302 -1.72597
C 0.90330 -1.04529 -1.25801
H 4.93055 3.75533 -5.87168
H 5.21797 3.93528 -4.13679
H 4.47266 2.45614 -4.73924
H 5.11929 -0.60433 -5.08016
H 2.98109 -1.38511 -4.08485
H 3.72811 1.00427 -0.61641
H 5.86297 1.78119 -1.61564
O -1.10846 -0.78919 5.12822
C -0.65734 -1.53831 4.28813
N -0.41503 -1.25728 2.97831
S 0.24314 -2.48531 2.20998
O 1.51618 -2.09202 1.65662
O -0.67950 -2.96813 1.18120
C 0.31911 -3.63412 3.56065
C 0.74618 -4.94210 3.65487
C 0.58712 -5.57637 4.88097
C 0.01953 -4.90795 5.96242
C -0.39787 -3.58828 5.84797
C -0.24742 -2.95962 4.62631
H 1.19327 -5.44766 2.80904
H 0.90602 -6.60451 4.99359
H -0.09676 -5.42990 6.90394
H -0.83800 -3.04602 6.67432
*
```

As for the frontier orbital gap (alpha / beta): 7.2 / 7.3 eV. The calculation puts the energy at -170317.216 eV. As for the LUMO energy (alpha / beta): 0.08443 / 0.08445 Eh.

No. 4
C38H25ClMoN4O2S5 | ωB97M-V/def2-TZVPD

Structure (ORCA input):
```
! wB97M-V def2-TZVPD RIJCOSX def2/J DEFGRID3
* xyz 0 3
Mo 1.05692 0.52912 0.44574
Cl 7.92400 0.98908 3.14225
C 6.33931 1.19688 2.45776
C 5.67191 2.42487 2.63519
C 4.42906 2.63865 2.10998
C 3.76211 1.62096 1.38219
O 2.60337 1.86038 0.86772
C 4.44930 0.39207 1.21310
C 3.87168 -0.65403 0.44718
O 2.70880 -0.67651 0.00430
C 5.74362 0.19849 1.74975
H 6.16451 3.20734 3.19741
H 3.92081 3.58333 2.24516
H 4.49473 -1.51992 0.19319
H 6.25210 -0.74469 1.59683
S -2.42943 2.02156 -2.28225
C -3.18914 1.41593 -0.84153
C -4.54428 1.41460 -0.52769
C -4.92899 0.82844 0.66123
C -3.98259 0.23641 1.50412
C -2.63907 0.23529 1.18902
C -2.23629 0.85796 0.01036
N -0.92955 0.96869 -0.48127
C -0.90633 1.52688 -1.66513
C 0.36756 1.66994 -2.34279
C 0.49206 2.18502 -3.62854
C 1.74681 2.23523 -4.20574
C 2.84624 1.78402 -3.48166
C 2.69896 1.27877 -2.19673
C 1.44576 1.18567 -1.59001
H -5.27045 1.84867 -1.19989
H -5.97570 0.80732 0.93183
H -4.30518 -0.24849 2.41525
H -1.92354 -0.26760 1.82109
H -0.37676 2.52608 -4.17918
H 1.87224 2.61711 -5.20942
H 3.83199 1.82418 -3.92830
H 3.58758 0.95276 -1.67165
C 0.25865 3.82369 0.23395
C -0.29429 3.19387 1.47397
C -1.21217 3.96895 2.22397
C -1.76436 3.46459 3.35412
C -1.34972 2.20154 3.82983
C -1.85753 1.64046 5.02358
C -1.38657 0.43063 5.44723
C -0.37825 -0.23570 4.72815
C 0.14884 0.28176 3.56657
S 1.48758 -0.47556 2.73769
C -0.39328 1.50042 3.07804
N 0.05240 1.97558 1.85572
H 0.70645 4.78087 0.50987
H -0.54504 4.03601 -0.47395
H 1.02408 3.23052 -0.25208
H -1.47243 4.95138 1.85557
H -2.50096 4.02728 3.91357
H -2.60875 2.18321 5.58181
H -1.77153 -0.01517 6.35436
H 0.01561 -1.17268 5.09907
S -1.07676 -2.67752 -5.25684
C -0.93948 -2.71340 -3.60375
S -0.25912 -1.39883 -2.70352
C -0.43704 -2.28498 -1.21973
N -0.95291 -3.45769 -1.38408
N -1.24763 -3.68096 -2.71409
C -1.76722 -4.97607 -3.01623
C -2.80193 -5.12312 -3.92583
C -3.29878 -6.39194 -4.18434
C -2.77393 -7.50031 -3.53736
C -1.74518 -7.33565 -2.61956
C -1.23797 -6.07489 -2.35482
S -0.00341 -1.74975 0.39111
H -3.20840 -4.25890 -4.42711
H -4.10596 -6.50810 -4.89484
H -3.16695 -8.48675 -3.74227
H -1.33261 -8.19263 -2.10413
H -0.44760 -5.93062 -1.63252
*
```

The energy above the lowest of the compared OMol25 structures with the same formula, charge and spin comes out at 7.1 kJ/mol. As for the frontier orbital gap (alpha / beta): 6.6 / 6.0 eV. The calculation puts the energy at -118424.468 eV. As for the LUMO energy (alpha / beta): -0.02209 / -0.04782 Eh.

No. 5
C38H26O15 | ωB97M-V/def2-TZVPD

Structure (ORCA input):
```
! wB97M-V def2-TZVPD RIJCOSX def2/J DEFGRID3
* xyz 0 1
O -4.84661 0.50551 -0.40132
C -3.76243 0.05142 -0.53128
C -3.46376 -1.46421 -0.45024
C -1.98686 -1.81341 -0.24140
C -1.07890 -1.22969 0.55752
C -1.21549 -0.06225 1.53350
C -0.04253 0.96743 1.47782
O 0.16375 1.59905 2.46458
C 0.22062 -2.03378 0.32749
O 1.24250 -1.81796 0.84288
O -0.01687 -3.08457 -0.55599
C -1.33362 -2.98814 -0.98768
O -1.83603 -3.70014 -1.75685
H -2.87127 0.72516 -0.68245
H -3.75514 -1.90114 -1.44206
H -4.10404 -1.99717 0.29087
H -1.22150 -0.49695 2.56074
H -2.15745 0.51253 1.43692
H 0.57145 1.17150 0.56606
O 6.16404 0.73992 2.36564
C 5.27506 0.19496 2.99110
C 4.46337 -0.88763 2.38998
C 3.48886 -1.48063 3.07528
C 3.17607 -1.08573 4.46814
O 2.28732 -1.62875 5.09322
C 3.98838 -0.00246 5.06963
C 4.96213 0.59095 4.38382
H 4.70360 -1.16434 1.37424
H 2.88492 -2.27167 2.65158
H 3.74604 0.27589 6.08730
H 5.56545 1.38424 4.80679
O 6.48950 -3.71025 -4.45008
C 5.94085 -3.53871 -3.38203
C 6.71358 -3.49377 -2.11801
C 6.11010 -3.30762 -0.94614
C 4.64129 -3.13588 -0.85592
O 4.09045 -2.96396 0.21279
C 3.86834 -3.18066 -2.11880
C 4.47141 -3.36682 -3.29089
H 7.78544 -3.62026 -2.20309
H 6.65773 -3.27257 -0.01262
H 2.79613 -3.05423 -2.03287
H 3.92361 -3.40183 -4.22407
O -7.17540 6.58513 0.54821
C -6.43227 5.83489 -0.04986
C -5.31735 6.35527 -0.87680
C -4.50314 5.53285 -1.53450
C -4.67551 4.06235 -1.46713
O -3.92919 3.31361 -2.06627
C -5.79013 3.54127 -0.64098
C -6.60416 4.36506 0.01722
H -5.20588 7.43163 -0.91394
H -3.68411 5.89472 -2.14341
H -5.90079 2.46644 -0.60365
H -7.42286 4.00357 0.62647
O -4.08218 -2.25113 -3.95249
C -4.42091 -3.36097 -4.31768
C -5.20087 -3.55622 -5.56170
C -5.57358 -4.77123 -5.95809
C -5.22287 -5.97940 -5.17283
O -5.56196 -7.08619 -5.53655
C -4.44263 -5.78202 -3.92896
C -4.06978 -4.56620 -3.53319
H -5.44769 -2.66335 -6.12244
H -6.14451 -4.93425 -6.86342
H -4.19555 -6.67424 -3.36753
H -3.50015 -4.40085 -2.62938
O 3.93934 6.66866 1.53640
C 3.73039 5.86943 2.42542
C 4.81866 5.41668 3.32421
C 4.58930 4.53841 4.29773
C 3.23672 3.97757 4.52538
O 3.02642 3.17766 5.41369
C 2.14880 4.42964 3.62701
C 2.37846 5.30812 2.65339
H 5.79982 5.83727 3.14376
H 5.37172 4.19572 4.96321
H 1.16796 4.00805 3.80696
H 1.59642 5.65065 1.98765
*
```

As for the frontier orbital gap: 8.3 eV. The calculation puts the energy at -70533.220 eV. As for the LUMO energy: -0.06113 Eh. The SMILES is O=CCC1=C(CC=O)C(=O)OC1=O.O=C1C=CC(=O)C=C1.O=C1C=CC(=O)C=C1.O=C1C=CC(=O)C=C1.O=C1C=CC(=O)C=C1.O=C1C=CC(=O)C=C1.

No. 6
C38H27BaF2N5O2Se2 | ωB97M-V/def2-TZVPD

Structure (ORCA input):
```
! wB97M-V def2-TZVPD RIJCOSX def2/J DEFGRID3
* xyz 0 1
Ba -0.77524 -0.73493 0.20497
C 0.48566 3.70782 0.14378
O 1.27599 2.57066 0.45542
C 2.58891 2.64867 0.09764
C 3.24258 3.85241 -0.10644
C 4.56859 3.87694 -0.51598
C 5.23876 2.69064 -0.75753
C 4.58734 1.48356 -0.57464
C 3.27549 1.43228 -0.11463
N 2.58033 0.21378 -0.08766
N 1.85716 -0.17224 0.85696
C 1.91146 0.26912 2.16670
C 0.65680 0.27830 2.83344
O -0.43844 0.01518 2.20463
C 0.62972 0.66711 4.21003
C 1.76391 0.97346 4.88459
C 3.04014 0.87968 4.26290
C 4.21556 1.07619 5.01245
C 5.45319 0.89129 4.45540
C 5.54153 0.45942 3.12450
C 4.41225 0.26625 2.36997
C 3.12474 0.51430 2.89557
H 0.59701 3.98504 -0.90791
H 0.73739 4.56674 0.77155
H -0.54267 3.42109 0.33723
H 2.72138 4.78578 0.05904
H 5.06470 4.82788 -0.65693
H 6.26660 2.70091 -1.09537
H 5.09834 0.55189 -0.78442
H -0.34126 0.68866 4.68986
H 1.72671 1.26924 5.92685
H 4.11278 1.35247 6.05581
H 6.35202 1.04579 5.03748
H 6.51405 0.26456 2.68935
H 4.51209 -0.11698 1.36653
F -6.22642 -3.01785 0.04646
C -4.90070 -3.29116 0.02436
C -3.99038 -2.29979 0.33005
C -2.61349 -2.54027 0.31432
C -2.19772 -3.85043 -0.01269
C -3.15092 -4.81574 -0.34486
F -2.78736 -6.06142 -0.75513
C -4.50644 -4.56344 -0.33730
C -0.75002 -4.16956 0.00361
C -0.26929 -5.45823 0.27076
C 1.08817 -5.70913 0.21912
C 1.96138 -4.66696 -0.06220
C 1.42063 -3.40935 -0.24489
N 0.10974 -3.16251 -0.22789
H -4.37725 -1.31514 0.58861
H -5.21865 -5.32647 -0.61643
H -0.95145 -6.25368 0.52182
H 1.46216 -6.70896 0.39863
H 3.03041 -4.81806 -0.11819
H 2.06221 -2.54832 -0.41689
Se -3.57556 0.77991 -2.32504
Se -1.95961 1.99350 -3.43898
C -0.71428 0.57567 -3.88213
C -0.31156 0.45076 -5.20534
C 0.55661 -0.58014 -5.52640
C 0.98039 -1.43812 -4.52427
C 0.52569 -1.22100 -3.23376
N -0.30719 -0.23005 -2.91551
C -3.56303 1.72833 -0.63010
C -4.46895 2.76276 -0.44204
C -4.46977 3.41742 0.78118
C -3.57658 3.00894 1.75857
C -2.71271 1.96081 1.47812
N -2.70635 1.33260 0.29975
H -0.68406 1.13490 -5.95469
H 0.88098 -0.72223 -6.54895
H 1.64725 -2.26207 -4.73614
H 0.83634 -1.86278 -2.41766
H -5.14690 3.03609 -1.23753
H -5.16038 4.23012 0.96436
H -3.54938 3.48726 2.72785
H -1.99264 1.59643 2.20116
*
```

The energy above the lowest of the compared OMol25 structures with the same formula, charge and spin comes out at 243.0 kJ/mol. As for the frontier orbital gap: 6.7 eV. The calculation puts the energy at -188210.026 eV. As for the LUMO energy: -0.01549 Eh.